No. 1
15
Properties=species:S:1:pos:R:3:forces:R:3 method="wB97M-V/def2-TZVPD" orbital_gap_ev=10.5 homo_ev=-9.6889 multiplicity=1 de_lowest_kj_mol=189.6 smiles="[H]/N=C/[C@H](C)NC=O"
C -0.682 1.264 -0.700 0.44 0.38 1.68
C 0.828 -1.965 -0.256 1.38 -1.87 -1.72
C 0.059 0.470 1.632 -0.83 1.78 -1.38
C -0.336 0.089 0.213 0.42 -0.34 -0.90
N -0.478 1.041 -1.910 -0.57 -0.68 -0.64
N 0.763 -0.670 -0.551 -2.24 1.20 2.42
O 0.181 -2.610 0.527 -0.68 0.25 1.16
H -1.018 2.270 -0.248 -0.11 -1.60 -0.60
H 1.573 -2.516 -0.882 -0.05 0.40 0.06
H 1.097 0.432 1.788 1.45 0.01 0.05
H -0.264 1.538 1.720 0.19 -0.83 0.62
H -0.398 -0.159 2.338 -0.71 -0.61 0.98
H -1.307 -0.505 0.298 1.34 0.35 -0.48
H -0.977 1.663 -2.486 -0.02 1.59 -1.13
H 0.958 -0.343 -1.482 0.00 -0.03 -0.10


No. 2
20
Properties=species:S:1:pos:R:3:forces:R:3 method="wB97M-V/def2-TZVPD" orbital_gap_ev=6.9 homo_ev=-7.3076 multiplicity=1 de_lowest_kj_mol=891.0
C 1.984 0.700 -0.257 0.86 2.91 -0.10
C 1.075 0.078 -0.975 -1.92 -0.53 -1.36
C 2.697 1.669 0.319 -0.77 -3.26 0.29
C -1.347 0.320 0.054 -2.63 -0.29 -0.14
C 2.072 -0.874 -0.628 0.98 -0.72 -0.25
C -2.500 -0.509 -0.591 0.69 -0.88 1.47
C -1.619 1.738 -0.415 -1.67 -1.18 2.81
C 1.627 -2.075 0.180 -0.27 4.03 1.93
H 3.201 1.253 1.134 1.07 0.13 1.53
H 2.777 2.684 0.141 -0.02 1.66 -0.97
H 3.123 -0.888 -1.024 -0.99 -0.02 0.43
H -3.039 0.086 -1.343 -0.41 -0.68 0.28
H -2.080 -1.418 -1.012 0.39 0.02 -0.67
H -3.141 -1.098 0.189 0.77 1.74 -0.93
H -2.218 2.246 0.448 1.14 -0.94 -0.99
H -0.671 2.128 -0.426 2.02 1.97 -0.52
H -2.270 1.863 -1.254 0.02 0.18 -1.04
H 1.757 -2.940 -0.322 0.65 -3.05 -1.19
H 0.622 -1.916 0.552 -0.53 -0.10 -0.61
H 2.163 -1.907 1.115 0.64 -1.01 0.05